1:
12
Properties=species:S:1:pos:R:3 method="wB97M-V/def2-TZVPD" charge=0 gap_ha="0.226 / 0.248" s_squared=2.01 homo_energy_ha="-0.1878 / -0.3131" spin_multiplicity=3
S 0.04386 -1.52200 0.62469
N -0.97498 -0.66619 -0.62107
C 0.37638 1.26528 -0.96373
C -0.75803 0.56366 -1.27969
C 0.82972 -0.83538 1.95286
H 1.04746 -1.28156 -0.26174
H -1.48325 0.87442 -2.04542
H 1.30224 0.12779 1.76161
H 0.80937 0.92749 -0.02521
H 0.12616 -0.77617 2.76497
H -1.99464 -0.72220 -0.34533
H 0.67571 2.04485 -1.56195

2:
12
Properties=species:S:1:pos:R:3 method="wB97M-V/def2-TZVPD" charge=0 gap_ha="0.227 / 0.286" s_squared=2.01 homo_energy_ha="-0.1931 / -0.3591" spin_multiplicity=3
S 2.30120 0.08917 -0.59816
N 1.77964 -0.15712 1.09895
C -0.31740 1.14192 0.16681
C 0.67765 -0.02277 0.20555
C 0.02753 -1.36696 -0.17818
H -1.25343 0.75888 0.69606
H 0.17089 2.06908 0.45216
H 0.14679 -1.62900 -1.25491
H 1.91976 0.81403 1.58302
H -0.60082 1.20002 -0.85153
H -1.08211 -1.34568 -0.08351
H 0.27023 -2.30303 0.37632

Referenced to the most stable arrangement, the calculated values in eV are 1 2.069; 2 0.000.

1:
33
Properties=species:S:1:pos:R:3 method="wB97M-V/def2-TZVPD" charge=0 smiles=Cc1c[nH]c2ccccc12.CC(C)C gap_ha=0.322 homo_energy_ha=-0.2894 spin_multiplicity=1
N -0.31056 -1.04904 1.72083
C 2.95261 1.04552 -2.13964
C -1.57774 -1.09974 -0.19740
C 2.11258 0.09920 -1.26163
C -3.03286 0.99729 0.44740
C 2.77541 -1.30778 -1.16806
C -1.91353 -1.53564 -1.58412
C -0.52784 -1.67143 0.45662
C -1.30555 -0.12691 1.83468
C -1.41966 0.90371 2.76064
C -2.47792 1.80127 2.63567
C 2.06115 0.71102 0.20066
C -2.08837 -0.04083 0.61597
C -3.27124 1.84898 1.49810
H -2.53672 -0.75780 -2.13042
H -3.48542 1.06635 -0.54200
H -0.22300 -2.69691 0.45508
H 2.82405 1.47486 0.34348
H 1.01529 1.07461 0.34603
H -0.83074 0.95734 3.65458
H 3.64086 0.58836 -2.81333
H 2.33826 1.56593 -2.88486
H 2.18507 -0.12208 0.90327
H 1.06325 0.04897 -1.63509
H -1.04262 -1.78044 -2.18825
H 3.50969 1.84220 -1.67536
H -2.49938 -2.48094 -1.54329
H 3.77660 -1.33701 -0.70331
H -4.15807 2.46851 1.43019
H 2.61684 -1.60755 -2.18903
H 0.14483 -1.54226 2.47078
H -2.58679 2.59265 3.34711
H 2.27152 -1.93039 -0.46529

2:
33
Properties=species:S:1:pos:R:3 method="wB97M-V/def2-TZVPD" charge=0 smiles=CCc1c[nH]c2ccccc12.CCC gap_ha=0.318 homo_energy_ha=-0.2857 spin_multiplicity=1
N 1.31556 -1.38694 -0.43278
C -2.61674 -0.41690 -0.75058
C 2.34086 -0.22820 2.93155
C 1.33607 0.64362 0.50978
C -3.52137 -1.46063 -0.10894
C 1.41127 1.54733 1.56493
C 2.05547 1.11981 2.72575
C -2.74399 -2.47312 0.76984
C 0.89364 -0.46640 -1.38217
C 1.59785 2.42438 -2.64804
C 0.57356 2.08011 -1.55627
C 2.04952 -1.18178 1.96648
C 0.81816 0.77255 -0.83629
C 1.59600 -0.73244 0.73047
H -1.96306 0.02331 0.00686
H -0.44362 2.05186 -1.94317
H -4.21505 -0.92959 0.54671
H 2.22109 3.26534 -2.31797
H 0.58353 2.85752 -0.79605
H 2.78044 -0.54628 3.86727
H -3.21281 0.43747 -1.08742
H 1.23655 -2.37796 -0.56551
H -1.66521 -2.40430 0.67185
H 2.39607 -2.19900 2.10990
H 1.04952 2.56547 1.48376
H 2.25811 1.64650 -3.01214
H -3.06682 -2.34010 1.81049
H 0.77595 -0.78542 -2.40578
H -2.05242 -0.79147 -1.60566
H 1.05726 2.89673 -3.46965
H -4.12644 -2.00807 -0.83259
H 2.41124 1.88404 3.40339
H -3.13018 -3.48744 0.65199

Referenced to the most stable arrangement, the calculated values in eV are 1 0.780; 2 0.000.

1:
15
Properties=species:S:1:pos:R:3 method="wB97M-V/def2-TZVPD" charge=+2 gap_ha="0.337 / 0.326" homo_energy_ha="-0.7162 / -0.7138" spin_multiplicity=1
N -2.42937 -0.46959 0.07095
N -0.54835 1.11111 0.09424
N 1.45467 -0.14839 0.32253
C 0.85007 1.12578 -0.18220
C 0.79618 -1.37913 -0.10321
C -1.22223 -0.01371 -0.03642
H 1.65092 -0.21126 1.36022
H 2.45147 -0.31408 -0.05956
H -2.43554 -1.42768 -0.24350
H 0.51052 -1.35437 -1.09437
H 1.17070 1.92366 0.41007
H 0.90706 -2.20147 0.52216
H -3.33469 -0.10601 0.35071
H 1.01837 1.40533 -1.28981
H -0.83978 2.05981 -0.12183

2:
15
Properties=species:S:1:pos:R:3 method="wB97M-V/def2-TZVPD" charge=+2 gap_ha=0.177 homo_energy_ha=-0.6075 spin_multiplicity=1
N 1.89255 0.83790 4.03279
N 0.90422 0.23473 2.10253
N 2.52777 -1.08964 -0.27463
C 1.01629 0.10075 3.47196
C -0.13428 -0.15482 1.41474
C 3.33173 -1.86636 -0.44861
H -1.52443 -0.26207 -8.54400
H 1.82399 0.51862 1.52704
H -2.00255 0.37956 -8.35284
H -0.97267 -0.56252 2.16645
H -0.24172 -0.12419 0.34123
H 1.90209 0.98676 5.09494
H 0.17683 -0.47624 3.95539
H 4.09297 -2.56438 -0.76285
H 2.80058 1.23827 3.61104

Referenced to the most stable arrangement, the calculated values in eV are 1 0.000; 2 0.333.

1:
10
Properties=species:S:1:pos:R:3 method="wB97M-V/def2-TZVPD" charge=-1 smiles=C[C@]1(O)OP1[O-] gap_ha=0.263 homo_energy_ha=-0.1076 spin_multiplicity=1
P 1.95631 -0.19875 -0.05816
O 0.82881 -0.89173 1.09485
O -0.72282 -1.54696 -0.56171
O 2.10141 1.23601 0.28147
C -0.94734 0.78961 0.04943
C 0.05873 -0.44580 0.00702
H -0.40052 1.60968 -0.37491
H -1.66814 0.46570 -0.62322
H -0.09781 -2.20739 -0.80947
H -1.10862 1.18961 0.99470

2:
10
Properties=species:S:1:pos:R:3 method="wB97M-V/def2-TZVPD" charge=-1 gap_ha=0.283 homo_energy_ha=-0.1233 spin_multiplicity=1
P 2.99487 0.05700 0.01637
O 4.16487 -0.73114 0.44021
O 3.01600 1.52891 -0.10100
O 1.90634 -0.69876 -0.94934
C -0.16172 0.32124 -0.02383
C 0.85510 -0.73054 0.27669
H -0.72987 0.11529 -0.94283
H 0.35071 1.27384 -0.14733
H 0.51965 -1.76016 0.29754
H -0.86862 0.39728 0.80931

Referenced to the most stable arrangement, the calculated values in eV are 1 0.628; 2 0.000.

1:
19
Properties=species:S:1:pos:R:3 method="wB97M-V/def2-TZVPD" charge=0 gap_ha=0.355 homo_energy_ha=-0.3382 spin_multiplicity=1
Si -0.81957 2.77701 -0.50280
Si 0.36097 -1.75101 1.07661
Si -1.66109 0.37207 -1.96019
Si 0.89811 0.14164 -0.39037
N -0.51560 1.08715 -0.90611
C 2.02235 -2.76679 1.05595
H -0.98159 3.19890 1.05972
H -2.99936 0.83421 -1.63947
H 1.92097 0.16684 -1.46754
H 1.97612 -3.54832 0.10392
H 1.87273 -3.59424 1.88534
H -0.83829 -2.29355 0.31193
H -1.51616 0.66212 -3.41261
H -0.10326 -1.62434 2.43444
H -2.20434 3.19745 -0.79783
H -1.41282 -1.09854 -1.92678
H 3.03362 -2.33014 1.08988
H 1.33887 1.13112 0.66437
H 0.23732 3.46805 -1.29010

2:
19
Properties=species:S:1:pos:R:3 method="wB97M-V/def2-TZVPD" charge=0 gap_ha=0.282 homo_energy_ha=-0.2904 spin_multiplicity=1
Si 2.01920 2.67067 1.10464
Si 0.76288 -0.87852 0.46652
Si -1.71433 -2.29635 -1.06918
Si -1.94863 -0.28569 0.99499
N -0.96935 -1.40254 0.18580
C 1.52203 -0.30094 -1.17219
H -0.70772 -3.44148 -0.99314
H -2.78908 0.39203 0.05492
H -1.19725 0.83442 1.86249
H 0.72620 2.63694 0.42631
H 2.39413 1.27078 1.18781
H -3.11419 -2.80360 -0.77439
H 1.51945 -1.23180 -1.63764
H 1.98506 3.38147 2.39452
H 2.96761 3.39998 0.06286
H 0.81618 0.35206 -1.60654
H 2.47061 0.22182 -1.30339
H -2.08428 -1.30941 -2.06738
H -2.65851 -1.20985 1.88298

Referenced to the most stable arrangement, the calculated values in eV are 1 0.000; 2 1.718.

1:
12
Properties=species:S:1:pos:R:3 method="wB97M-V/def2-TZVPD" charge=0 gap_ha="0.306 / 0.280" homo_energy_ha="-0.3397 / -0.3052" spin_multiplicity=1
I 2.57653 0.17395 0.61769
I -2.38368 0.27163 0.48718
C 0.58657 0.83388 0.35206
C -0.12060 -1.70132 -0.19561
C 0.30606 2.10660 0.50816
C -0.38623 -0.21431 -0.03049
H -0.43327 -2.41125 0.68621
H -0.71758 2.24656 0.38011
H -0.91700 -2.11442 -0.90689
H -0.40747 0.11426 -2.13985
H 0.81137 -2.01543 -0.53724
H 1.08531 2.70984 0.77867

2:
12
Properties=species:S:1:pos:R:3 method="wB97M-V/def2-TZVPD" charge=0 smiles=C[C@]1(I)C[C@@H]1I gap_ha=0.333 homo_energy_ha=-0.3225 spin_multiplicity=1
I -2.60515 1.03654 -0.27180
I 2.49723 0.97014 -0.06802
C -0.17706 -0.17043 1.22169
C 0.52523 0.07594 -0.05415
C -0.68618 1.07509 0.65928
C 0.31282 -0.85497 -1.22394
H 1.21348 -1.25698 -1.41202
H 0.44687 0.00043 2.21487
H -0.67639 -1.14517 1.12355
H -0.11839 -0.24571 -2.17121
H -0.36528 -1.58149 -1.03202
H -0.36717 2.09661 1.01377

Referenced to the most stable arrangement, the calculated values in eV are 1 2.845; 2 0.000.